i | 15
Properties=species:S:1:pos:R:3:nbo_charge:R:1 method="wB97M-V/def2-TZVPD" e_homo_ev="-7.990 / -7.989" total_charge=0 homo_lumo_gap_ev="7.6 / 7.6" smiles="C[C@@H]1C=[N+]([S-])[C@H](S)S1"
C 1.2897 0.6487 -0.4448 -0.6136
C 0.9047 -0.7237 -0.1457 -0.3348
C -0.1709 -1.0915 -1.1027 0.1381
N -1.4208 -1.1362 -0.6582 -0.4291
S -2.8405 -1.6407 -1.4225 -0.1619
C -1.5868 -0.8903 0.7293 -0.3260
S -2.5391 0.6396 0.9214 0.0442
S 0.0192 -0.8418 1.5359 0.1802
H 1.7298 1.0459 0.3657 0.2235
H 0.5681 1.3861 -0.8418 0.2324
H 2.0546 0.4974 -1.2004 0.2070
H 1.7669 -1.2922 -0.0829 0.2377
H 0.1964 -1.4393 -2.1539 0.2480
H -2.1186 -1.6333 1.3981 0.2664
H -2.4317 0.7009 2.1321 0.0879



ii | 15
Properties=species:S:1:pos:R:3:nbo_charge:R:1 method="wB97M-V/def2-TZVPD" e_homo_ev=-8.457 total_charge=0 homo_lumo_gap_ev=8.4 smiles="C=NSCSC(C)=S"
C -1.6185 2.4456 0.2777 -0.1008
N -1.6748 1.0941 -0.0200 -0.4650
S -1.1769 1.1688 -1.8882 0.2902
C -0.5806 -0.5042 -1.6644 -0.7937
S 1.0813 -0.6320 -1.2669 0.3126
C 0.8767 -1.3071 0.4087 -0.2241
C 1.9918 -1.0455 1.3309 -0.7024
S -0.4607 -2.1162 0.8944 0.0197
H -1.7607 2.4629 1.3253 0.1810
H -1.5569 3.5222 -0.4536 0.2080
H -0.7554 -0.9270 -2.6038 0.2302
H -1.3524 -0.9452 -0.8442 0.3153
H 2.6147 -1.7722 0.9327 0.2450
H 1.6783 -1.2990 2.3002 0.2433
H 2.6942 -0.1454 1.2711 0.2408



Pick the most stable structure from those above. Pick: i